(1)
Here is 2 unconnected molecules or ions with the total composition C11H14O3S at a distorted geometry from the Open Molecules 2025 dataset. Energies are from ωB97M-V/def2-TZVPD.

Each line ends with the Löwdin charge.
CARTESIAN COORDINATES (ANGSTROEM)
1 C -0.61312 2.22660 -2.48202  0.04
2 C 0.15188 1.15155 -2.24686  -0.24
3 C -0.77498 1.37737 1.14460  -0.04
4 C 0.17027 0.66710 0.90883  -0.34
5 C -1.99235 1.91695 -2.08693  -0.52
6 C -0.74175 0.10113 -1.67598  -0.52
7 C 1.58479 0.89839 -2.48141  -0.05
8 C -1.93192 2.20759 1.38191  -0.04
9 C 1.04056 -2.03334 2.97298  -0.12
10 C 1.08660 -3.10929 0.68341  -0.11
11 C 0.66483 -1.90788 1.50622  -0.62
12 O -2.98233 2.58383 -2.14758  0.08
13 O -2.00308 0.62364 -1.59808  0.11
14 O -0.48296 -1.03150 -1.39327  0.07
15 S 1.47311 -0.39839 0.79621  1.13
16 H -0.33777 3.17691 -2.89467  0.11
17 H 2.06741 1.76283 -2.92736  0.08
18 H 1.70231 0.03164 -3.13091  0.09
19 H 2.06804 0.65012 -1.53503  0.03
20 H -2.57359 1.71891 2.11565  0.10
21 H -2.50548 2.35591 0.46818  0.08
22 H -1.62490 3.17795 1.77061  0.10
23 H 0.85864 -1.09777 3.49964  0.07
24 H 0.44282 -2.81204 3.43917  0.09
25 H 2.09618 -2.28894 3.07293  0.08
26 H 0.65882 -4.01414 1.10942  0.09
27 H 2.17078 -3.20807 0.67543  0.08
28 H 0.73199 -3.00042 -0.33805  0.07
29 H -0.40480 -1.72665 1.39295  0.11

Properties
relative energy (zero: lowest compared OMol25 entry of this formula, charge and spin): 0.00 kcal/mol
multiplicity: 3
HOMO level (spin up / spin down): -5.29 / -8.66 eV
E_tot: -1051.28480 Eh


(2)
Here is a single C11H14S2 molecule at a distorted geometry from the Open Molecules 2025 dataset. Energies are from ωB97M-V/def2-TZVPD.

Each line ends with the Löwdin charge.
CARTESIAN COORDINATES (ANGSTROEM)
1 C 1.83364 -1.68712 0.58468  -0.13
2 C 1.43736 1.59515 -1.08135  -0.06
3 C 3.13050 -1.34331 0.67665  -0.44
4 C 1.03247 -0.67444 -0.10801  -0.30
5 C 1.85048 0.45256 -0.52291  -0.40
6 C -0.29054 -0.59420 -0.28862  -0.46
7 C -0.02250 1.75515 -1.37010  -0.14
8 C -0.89761 0.76648 -0.59388  -0.31
9 C -0.62993 1.50769 1.95441  -0.09
10 C -1.77652 -2.88833 -0.88057  -0.33
11 C -1.50689 1.38186 0.74271  -0.24
12 S 3.62449 0.12078 -0.10414  0.94
13 S -1.38934 -1.75344 0.52163  0.90
14 H 1.39481 -2.57737 0.95986  0.09
15 H 2.03036 2.42332 -1.35796  0.10
16 H 3.92305 -1.99762 1.17486  0.10
17 H -0.46530 2.71835 -1.19894  0.11
18 H -0.32954 1.62158 -2.37424  0.10
19 H -1.69327 0.55336 -1.25634  0.11
20 H -0.08392 2.48796 2.00221  0.09
21 H 0.02174 0.64272 1.87747  0.06
22 H -1.15317 1.40971 2.92926  0.08
23 H -1.08955 -2.83645 -1.69296  0.04
24 H -2.62629 -2.44998 -1.24392  -0.02
25 H -1.94691 -3.87208 -0.55080  0.02
26 H -1.90125 2.35455 0.37580  0.11
27 H -2.47635 0.88314 0.82521  0.09

Properties
relative energy (zero: lowest compared OMol25 entry of this formula, charge and spin): 47.44 kcal/mol
SMILES: CC[C@H]1CC=c2sccc2=C1SC
HOMO level: -7.43 eV
E_tot: -1223.84663 Eh


(3)
Here is 2 unconnected molecules or ions with the total composition C11H15BBrCl3N3O2S at a distorted geometry from the Open Molecules 2025 dataset. Energies are from ωB97M-V/def2-TZVPD.

Each line ends with the Löwdin charge.
CARTESIAN COORDINATES (ANGSTROEM)
1 C 0.97528 -2.54425 -3.89479  -0.12
2 C -0.53668 -2.23560 -3.32410  -0.17
3 B -0.59351 -2.49178 -1.68193  -0.30
4 O -0.36876 -3.80434 -1.02416  0.04
5 C -0.95389 -1.14747 -0.73827  -0.01
6 N -2.38881 -0.99890 -0.51598  0.14
7 N -2.59586 0.12373 0.20362  0.03
8 C -1.68419 1.12647 0.74576  -0.09
9 N -2.25385 2.33377 1.49170  0.06
10 C -2.74143 3.13557 0.45248  -0.53
11 S -3.52003 4.02306 -0.77122  0.76
12 C -0.08947 1.03188 0.60449  -0.02
13 O 0.81053 2.02642 1.19297  0.00
14 C 0.30013 -0.29239 -0.26160  0.04
15 C 1.89677 -0.55776 -0.52091  -0.19
16 C 2.81599 -0.60754 0.84841  -0.66
17 C 2.26760 -1.80859 1.82287  -0.14
18 Br 4.68113 -1.13960 0.21535  0.62
19 H 1.32888 -1.63676 -4.57243  0.10
20 H 0.91347 -3.50012 -4.56707  0.09
21 H 1.76837 -2.66495 -3.01297  0.08
22 H -1.39202 -2.84391 -3.84452  0.12
23 H -0.74487 -1.08226 -3.54721  0.11
24 H -0.98879 -4.49628 -1.39903  0.13
25 H -3.63092 0.29333 0.40141  0.20
26 H 1.12717 2.70719 0.52766  0.15
27 H 2.29443 0.38216 -1.13874  0.15
28 H 2.16720 -1.50247 -1.14515  0.10
29 H 2.94172 0.43392 1.37461  0.10
30 H 1.98859 -1.33602 2.85696  0.09
31 H 3.16313 -2.58628 1.95822  0.08
32 H 1.36976 -2.41851 1.34682  0.09
33 C -1.65561 4.72543 3.91049  -1.56
34 Cl -3.37579 4.99104 4.24238  0.52
35 Cl -0.94474 6.15046 3.13355  0.51
36 Cl -0.78721 4.33311 5.40427  0.53
37 H -1.56373 3.87823 3.22606  -0.04

Properties
net charge: +1
HOMO level: -12.88 eV
E_tot: -5119.98290 Eh


(4)
Here is a molecular structure, C11H15BEuN6O2 at a distorted geometry from the Open Molecules 2025 dataset. Energies are from ωB97M-V/def2-TZVPD.

Each line ends with the Löwdin charge.
CARTESIAN COORDINATES (ANGSTROEM)
1 H -0.90266 2.28891 2.88357  0.10
2 N -0.82082 0.73539 1.42461  0.00
3 B -1.56529 -0.99651 -0.38013  -0.49
4 N -1.81616 -0.03057 0.82836  -0.02
5 C -2.99777 0.21487 1.41525  -0.08
6 Eu 1.87414 0.44644 0.23656  1.46
7 H -3.86853 -0.35317 1.12260  0.12
8 C -2.80758 1.20700 2.37284  -0.07
9 H -3.55097 1.62186 3.02690  0.09
10 C -1.43983 1.52973 2.32480  -0.15
11 H -2.54025 -1.63744 -0.65856  0.11
12 C 3.09243 0.14270 -1.79779  -0.39
13 H 4.09961 -0.16228 -1.48707  -0.09
14 H 3.06656 1.17858 -2.14299  -0.09
15 H 2.59163 -0.57477 -2.46085  -0.07
16 N -0.39073 -1.91856 0.03599  0.01
17 N -1.14562 -0.08153 -1.56806  -0.03
18 N 0.84855 -1.35904 0.47044  -0.18
19 N -0.00939 0.71893 -1.41344  -0.05
20 C -0.33695 -3.25487 0.14067  -0.07
21 C -1.71929 0.16453 -2.75794  -0.08
22 H -1.15073 -3.85934 -0.22320  0.12
23 H -2.62204 -0.35922 -3.03995  0.12
24 C 0.89399 -3.62779 0.68651  -0.06
25 C -0.95493 1.12727 -3.42755  -0.06
26 C 1.60250 -2.43565 0.88768  -0.13
27 C 0.10212 1.42916 -2.54950  -0.15
28 H 1.23391 -4.63349 0.86192  0.09
29 H -1.12908 1.54722 -4.39730  0.08
30 H 2.59219 -2.29503 1.31706  0.10
31 H 0.95636 2.08428 -2.70278  0.10
32 H 0.75314 1.08679 2.52080  0.07
33 O 2.33568 2.80721 0.92317  -0.01
34 C 2.01267 2.59219 2.08313  -0.33
35 O 1.74042 1.32495 2.53725  -0.12
36 H 1.97273 3.33121 2.90700  0.15

Properties
multiplicity: 8
HOMO level (spin up / spin down): -5.64 / -5.89 eV
E_tot: -1642.32951 Eh